An isolated molecule of C21H31N3O4, computed with ωB97M-V/def2-TZVPD.

Properties
- Strongest force on any atom: 0.00928 hartree/bohr
- Relative energy (zero: lowest compared OMol25 entry of this formula, charge and spin): 2.190 eV
- Calculated total energy: -34940.58167 eV
- E_HOMO: -0.310 Eh
- Lowest unoccupied orbital energy: 0.69 eV
- Orbital gap: 9.115 eV
- Structure (SMILES): COCCN1CCN(C(=O)[C@H]2CCC(=O)N(Cc3ccccc3OC)C2)CC1
- Total charge: 0

Structure (XYZ):
```
59
Properties=species:S:1:pos:R:3:forces:R:3:nbo_charge:R:1
C 8.8852 0.9281 -0.2028 0.0 0.0 0.0 -0.24
O 7.7271 0.4632 -0.8455 -0.2 -0.1 -0.2 -0.54
C 6.5625 0.6301 -0.0709 -0.1 0.0 0.0 -0.06
C 5.3832 0.0841 -0.8752 0.3 0.1 0.1 -0.23
N 4.2300 -0.1789 -0.0352 0.0 0.0 -0.1 -0.44
C 3.2698 -1.0532 -0.6834 -0.1 -0.2 0.2 -0.22
C 2.1662 -1.4257 0.3110 0.1 -0.2 -0.4 -0.22
N 1.5084 -0.2295 0.7778 0.4 0.0 0.2 -0.44
C 0.2343 0.1732 0.5679 -0.3 -0.2 -0.2 0.71
O -0.1589 1.2591 0.9542 -0.2 0.3 0.0 -0.64
C -0.7066 -0.8175 -0.1133 -0.3 0.3 0.2 -0.32
C -1.1835 -1.8738 0.8849 0.2 -0.2 -0.2 -0.39
C -2.0270 -2.8910 0.1349 -0.1 0.1 0.1 -0.49
C -3.1099 -2.2797 -0.7416 0.3 -0.4 0.0 0.70
O -4.0182 -2.9724 -1.1642 -0.2 -0.3 0.1 -0.64
N -2.9824 -0.9771 -1.0696 0.1 0.3 -0.3 -0.43
C -4.0520 -0.3423 -1.8188 -0.3 -0.3 -0.1 -0.24
C -4.6637 0.8223 -1.0887 0.0 -0.1 0.1 -0.10
C -4.7423 2.0714 -1.6774 0.0 -0.1 0.1 -0.18
C -5.3232 3.1421 -1.0172 -0.1 0.2 0.0 -0.24
C -5.8252 2.9616 0.2562 0.0 0.1 -0.1 -0.19
C -5.7523 1.7220 0.8703 0.0 -0.3 0.2 -0.32
C -5.1754 0.6457 0.2079 0.0 0.2 -0.1 0.38
O -5.0525 -0.6049 0.7298 0.1 0.2 -0.3 -0.52
C -5.6023 -0.8750 1.9932 -0.1 -0.1 0.3 -0.25
C -1.9431 -0.0799 -0.6156 0.4 0.2 0.2 -0.19
C 2.4519 0.6837 1.3914 0.1 0.5 0.0 -0.23
C 3.5610 1.0356 0.4025 -0.1 -0.1 0.3 -0.23
H 8.8174 2.0016 0.0150 0.0 0.0 0.0 0.16
H 9.0619 0.3907 0.7374 0.0 0.0 0.0 0.16
H 9.7131 0.7483 -0.8853 0.1 0.0 0.1 0.19
H 6.6440 0.0698 0.8732 0.0 0.1 -0.1 0.17
H 6.4270 1.6951 0.1717 0.0 -0.1 0.0 0.16
H 5.1508 0.7747 -1.7025 0.0 -0.1 0.0 0.17
H 5.7127 -0.8614 -1.3115 0.0 0.0 0.0 0.21
H 2.8130 -0.5750 -1.5694 0.0 0.0 0.0 0.17
H 3.7841 -1.9608 -1.0061 0.0 0.0 0.0 0.21
H 2.6284 -1.9209 1.1728 0.0 -0.1 -0.1 0.20
H 1.4666 -2.1154 -0.1540 0.0 0.0 0.1 0.21
H -0.2104 -1.2995 -0.9601 0.0 0.0 0.0 0.21
H -1.7819 -1.3820 1.6540 0.0 0.1 0.1 0.21
H -0.3430 -2.3672 1.3776 0.0 0.0 0.0 0.21
H -2.5235 -3.5776 0.8227 0.0 0.0 -0.1 0.24
H -1.3954 -3.4983 -0.5212 0.0 0.0 0.0 0.22
H -4.8040 -1.1210 -1.9820 0.1 0.2 -0.1 0.26
H -3.6664 -0.0062 -2.7886 -0.1 0.0 0.1 0.20
H -4.3478 2.2067 -2.6744 0.1 0.0 -0.1 0.21
H -5.3790 4.1081 -1.4950 0.0 0.1 0.0 0.21
H -6.2781 3.7871 0.7851 0.0 0.1 0.0 0.21
H -6.1492 1.6053 1.8665 0.0 0.0 0.1 0.22
H -6.6788 -0.6779 2.0165 0.0 0.0 0.0 0.18
H -5.1092 -0.2946 2.7812 0.0 0.0 0.0 0.17
H -5.4292 -1.9366 2.1639 0.0 0.1 0.0 0.20
H -1.6742 0.5765 -1.4517 0.0 0.0 0.1 0.20
H -2.3182 0.5631 0.1906 0.1 0.0 -0.1 0.22
H 2.8894 0.2010 2.2710 0.0 0.0 0.0 0.19
H 1.9065 1.5782 1.6935 0.1 -0.1 0.0 0.25
H 3.1264 1.5857 -0.4515 0.0 0.0 0.0 0.17
H 4.2863 1.6810 0.8978 0.0 0.1 0.0 0.21
```
Forces are in eV/Å.